Below is 2 unconnected molecules or ions with the total composition C5H14N2O, with properties calculated with ωB97M-V with the def2-TZVPD basis set.

Geometry as XYZ:
```
22
Properties=species:S:1:pos:R:3:forces:R:3
C -1.202906 -0.164772 -1.274680 -2.345 4.011 -2.403
C -0.063111 -0.985554 -1.592431 3.749 -2.422 1.216
C 1.408735 -0.577137 -1.227679 -0.842 2.495 -1.083
N 1.731572 0.352261 2.377454 1.008 0.487 -1.907
C 1.204511 -0.274394 1.207005 1.784 2.331 1.283
C 1.711254 0.161745 0.074226 -1.318 -2.369 -2.199
N -0.966671 1.342278 -1.670266 4.837 -5.266 -0.217
H -1.719173 -0.172893 -0.303843 0.869 -0.567 -0.265
H -1.951082 -0.573880 -2.010129 0.065 0.830 0.821
H 0.063744 -1.376094 -2.656128 -0.879 0.445 1.456
H -0.146303 -1.763129 -0.842884 -0.538 -1.459 -0.573
H 2.057091 -1.447131 -1.383262 -0.052 0.310 -0.102
H 1.580346 0.215131 -1.976594 0.727 -0.629 -0.203
H 2.740255 0.237626 2.317655 -0.131 0.496 0.117
H 1.490813 -0.095590 3.185936 -1.122 -1.273 2.566
H 0.477304 -1.019704 1.354913 -0.813 -0.916 -0.192
H 2.415987 0.950486 -0.084720 0.343 0.415 0.771
H -1.756954 1.793484 -1.606571 -5.215 3.084 0.481
H -0.289717 1.744668 -1.034777 -0.063 -0.052 0.117
H -2.037092 -0.042452 1.335536 -0.638 -0.281 0.403
H -3.437543 -0.588655 1.806194 -0.661 -1.686 -0.045
O -2.899110 0.164631 1.728715 1.233 2.017 -0.042
```
Positions in Å, forces in eV/Å.

Results
SMILES: N/C=C/CCCN.O
Charge: 0
ΔE to the lowest compared entry with this formula, charge and spin (kcal per mole): 88.1
Total energy (hartree): -383.5604

Below is 2 unconnected molecules or ions with the total composition C5H14N2O, with properties calculated with ωB97M-V with the def2-TZVPD basis set.

Geometry as XYZ:
```
22
Properties=species:S:1:pos:R:3:forces:R:3
C 0.401941 -0.009401 3.064878 -1.158 0.207 0.138
C 0.420216 -0.345300 1.576575 0.427 0.827 0.228
C -0.288437 0.734462 0.688104 1.708 -1.492 -0.005
C -0.922545 0.047707 -0.504143 -1.465 0.503 1.140
C -1.365939 0.649559 -1.615701 0.552 -0.348 -0.235
N -2.118751 0.001525 -2.574729 0.322 0.528 0.943
N 1.836983 -0.525192 1.208916 0.278 -0.830 -0.706
H -0.651861 0.160537 3.352888 0.322 -0.001 0.125
H 0.973887 0.874867 3.335921 0.127 0.090 -0.213
H 0.757919 -0.843606 3.664273 0.180 -0.090 -0.045
H -0.173368 -1.257664 1.505490 0.230 -0.313 -0.342
H -0.883848 1.281185 1.418095 -0.491 0.431 -0.711
H 0.542677 1.300102 0.259689 -0.266 0.821 0.468
H -1.353818 -0.923112 -0.242814 0.206 -0.132 -0.409
H -1.096204 1.672122 -1.855252 0.130 -0.021 0.004
H -2.575903 -0.824038 -2.230766 -0.199 -0.080 -0.851
H -2.175352 0.390600 -3.494938 -0.350 -0.409 -0.024
H 2.139400 -0.073016 0.348749 -0.549 0.284 0.145
H 2.043042 -1.499739 1.016109 -0.014 -0.062 0.335
H 0.929635 -0.688767 -2.529285 0.754 0.725 -0.563
H 2.236843 -0.166622 -3.334867 -0.893 -0.243 0.455
O 1.323473 0.043784 -3.057193 0.147 -0.392 0.121
```
Positions in Å, forces in eV/Å.

Results
SMILES: C[C@H](N)C/C=C/N.O
Charge: 0
ΔE to the lowest compared entry with this formula, charge and spin (kcal per mole): 54.8
Total energy (hartree): -383.6133

Below is a molecular structure, C5H14N2O, with properties calculated with ωB97M-V with the def2-TZVPD basis set.

Geometry as XYZ:
```
22
Properties=species:S:1:pos:R:3:forces:R:3
C -1.198536 1.264334 -0.202174 1.700 -1.627 1.258
C -1.192378 2.143167 1.037764 -0.024 0.007 0.018
O -2.124864 0.198006 -0.122202 -0.494 0.120 -0.125
H -1.828641 -0.394592 0.572835 0.031 -0.162 0.125
H -1.514107 1.847595 -1.069009 0.574 -0.191 -0.200
H -0.027005 0.483732 -0.038278 -2.153 2.307 -1.115
H -2.203916 2.435658 1.339903 0.035 -0.047 -0.087
H -0.622897 3.052614 0.845128 0.076 0.012 0.018
H -0.714630 1.626280 1.874716 -0.091 0.055 0.017
C 1.067642 -1.429359 1.335392 -0.005 0.329 -0.138
C 0.937884 -0.759215 -0.018703 1.218 -2.904 -1.085
N 2.127636 -0.021919 -0.384025 -0.204 1.176 0.250
N -0.032725 -0.815996 -2.183002 0.145 0.831 -0.350
C 0.234034 -1.458264 -1.006091 -0.433 1.460 1.394
H 2.982930 -0.559437 -0.329157 -0.220 -0.273 0.157
H 2.115905 0.436782 -1.286938 -0.303 -0.156 0.110
H -0.086354 0.216384 -2.009635 -0.016 -1.039 -0.422
H -0.864938 -1.145241 -2.655594 0.190 0.081 0.025
H -0.363854 -2.328840 -0.767848 -0.123 -0.041 0.090
H 1.978954 -2.026838 1.405717 0.122 0.047 0.020
H 1.102090 -0.673661 2.119035 0.046 0.005 0.104
H 0.227773 -2.091187 1.542168 -0.070 0.010 -0.064
```
Positions in Å, forces in eV/Å.

Results
Charge: 0
ΔE to the lowest compared entry with this formula, charge and spin (kcal per mole): 98.1
Total energy (hartree): -383.5444

Below is a molecular structure, C5H14N2O, with properties calculated with ωB97M-V with the def2-TZVPD basis set.

Geometry as XYZ:
```
22
Properties=species:S:1:pos:R:3:forces:R:3
C -1.208210 -1.562304 0.534527 0.214 0.289 0.072
C 0.393178 -0.426070 -1.058770 -1.511 -0.506 -0.549
C -0.771924 -0.323232 -0.229740 0.499 -0.553 -1.076
N 1.162760 -1.594728 -1.158714 0.073 0.554 0.282
N -1.833397 0.410536 -0.919581 0.270 0.257 0.357
O 0.435397 0.307840 -2.209937 0.185 -0.167 0.493
H -0.405107 0.810603 -2.201997 0.018 -0.021 0.058
H 2.030356 -1.425075 -1.650997 0.018 -0.035 0.020
H 1.334460 -2.043903 -0.269842 -0.019 0.013 -0.046
H -2.504581 -0.211925 -1.358082 0.077 -0.039 0.075
H -2.331152 1.020102 -0.278043 0.023 -0.044 -0.101
H -1.547674 -2.359826 -0.133015 0.011 0.032 -0.060
H -2.025450 -1.305229 1.211405 0.058 -0.021 0.019
H -0.395446 -1.962800 1.144098 -0.027 -0.006 0.056
C 1.627916 1.322537 0.804766 0.080 -0.693 -0.944
C 0.401089 1.544539 1.543142 -1.171 -0.880 -0.579
H 1.351153 0.599477 -0.118722 0.357 0.708 0.797
H 2.382918 0.732064 1.323404 0.107 0.191 0.112
H 2.059808 2.200258 0.323830 0.082 -0.096 -0.024
H 0.365085 1.220773 2.577844 -0.046 -0.045 -0.016
H -0.114824 2.483404 1.372240 0.078 0.105 0.077
H -0.406354 0.562961 0.752183 0.627 0.954 0.977
```
Positions in Å, forces in eV/Å.

Results
Charge: 0
ΔE to the lowest compared entry with this formula, charge and spin (kcal per mole): 94.5
Total energy (hartree): -383.5500

Below is a single C5H14N2O molecule, with properties calculated with ωB97M-V with the def2-TZVPD basis set.

Geometry as XYZ:
```
22
Properties=species:S:1:pos:R:3:forces:R:3
C 1.807530 0.114927 -1.031917 -0.513 -0.138 -1.036
N 0.356677 0.233438 -1.219815 -0.493 -0.258 -0.717
C -0.416628 0.366415 -0.009698 0.850 0.114 0.466
C -1.895303 0.673996 -0.179071 -0.069 1.672 0.526
C -2.425390 1.217016 1.176871 1.052 -1.550 0.427
O -2.557161 -0.477831 -0.640438 -0.422 -0.319 0.112
C 2.268783 -1.206022 -0.408889 0.409 1.211 0.638
N 2.379103 -1.146923 1.057759 0.506 0.505 -1.832
H 2.232629 0.160558 -2.042614 -0.080 -0.109 0.034
H 2.184753 1.029293 -0.566745 -0.046 -0.283 0.494
H -0.011512 -0.573205 -1.717963 0.336 0.107 -0.232
H -0.348626 -0.577277 0.608375 -0.096 0.922 0.015
H 0.088300 1.245895 0.447359 -0.597 -0.676 0.531
H -2.044324 1.504425 -0.879871 0.359 -0.186 -0.381
H -2.464988 0.313477 1.826041 -0.373 0.633 -0.053
H -3.375202 1.748914 1.170337 0.000 -0.150 -0.222
H -1.636342 1.842490 1.621610 -0.489 0.092 -0.186
H -3.505984 -0.364008 -0.492563 0.252 -0.078 -0.128
H 3.285322 -1.379155 -0.770960 -0.129 -0.320 -0.097
H 1.582985 -1.958715 -0.808874 0.115 -0.362 0.097
H 1.528174 -0.864532 1.505859 0.062 -0.701 0.594
H 2.967205 -1.903180 1.355216 -0.634 -0.126 0.952
```
Positions in Å, forces in eV/Å.

Results
SMILES: C[C@H](O)CNCCN
Charge: 0
ΔE to the lowest compared entry with this formula, charge and spin (kcal per mole): 50.8
Total energy (hartree): -383.6198

Below is 2 unconnected molecules or ions with the total composition C5H14N2O, with properties calculated with ωB97M-V with the def2-TZVPD basis set.

Geometry as XYZ:
```
22
Properties=species:S:1:pos:R:3:forces:R:3
C -1.976061 0.907668 0.746810 -1.300 -1.003 0.000
C -1.194034 0.721983 -0.505816 -1.859 0.417 -3.815
C 0.240117 0.238223 -0.395888 2.293 0.002 -1.535
C 0.829151 0.559117 1.015623 0.435 -0.856 -0.297
N -0.838412 -2.007564 1.448720 1.869 -1.776 1.450
C 0.367036 -1.701955 2.120566 1.411 3.462 -1.779
N 1.111173 -0.632245 1.833596 -1.729 -2.174 2.202
H -3.041421 1.179207 0.574529 0.781 -0.193 -0.006
H -1.934181 -0.014592 1.320737 -0.642 0.643 0.381
H -1.519449 1.630209 1.344527 0.331 1.308 1.107
H -1.924597 0.073250 -1.234502 2.173 1.291 1.375
H -1.116342 1.732479 -1.008733 -0.430 -0.979 0.347
H 0.984234 0.748695 -1.267961 -2.249 -1.200 2.310
H 0.347949 -0.869170 -0.611293 -0.144 1.258 0.470
H 0.300273 1.377811 1.566247 0.011 -1.105 -0.245
H 1.810347 1.011118 0.935397 0.290 -0.004 -0.457
H -1.419957 -1.313747 1.110943 -0.383 1.445 -0.819
H -1.403460 -2.802806 1.644873 0.266 -0.775 0.622
H 0.846358 -2.348296 2.916242 -1.120 0.241 -1.320
H 3.455423 0.498338 -3.762564 -0.411 -0.118 -0.703
H 3.209748 0.743015 -5.283973 -0.085 -0.210 0.518
O 2.866107 0.269262 -4.508078 0.492 0.327 0.194
```
Positions in Å, forces in eV/Å.

Results
SMILES: CCCC/N=C\N.O
Charge: 0
ΔE to the lowest compared entry with this formula, charge and spin (kcal per mole): 84.0
Total energy (hartree): -383.5668

Below is a molecular structure, C5H14N2O, with properties calculated with ωB97M-V with the def2-TZVPD basis set.

Geometry as XYZ:
```
22
Properties=species:S:1:pos:R:3:forces:R:3
C 2.177481 -0.716241 -0.461802 1.290 -0.675 1.190
N 1.817692 -1.684184 -1.378893 -0.273 0.354 0.210
N 2.683444 0.447744 -0.994285 -0.360 -0.265 0.176
O 2.271234 -0.985796 0.776586 0.776 0.119 -2.499
H 1.291268 -0.645057 1.571821 -2.672 0.884 1.056
H 0.390195 0.105992 -0.011579 -0.515 0.167 0.510
H 3.046242 0.424954 -1.934829 -0.119 -0.011 0.125
H 1.336556 -1.368112 -2.209088 0.054 -0.012 0.035
H 1.415256 -2.509975 -0.962204 -0.009 0.080 0.046
H 3.170182 1.043223 -0.345275 -0.050 -0.042 0.022
C -2.558026 1.750628 0.475933 -0.198 -0.052 0.651
C -1.440756 -1.027424 0.259213 0.120 0.103 0.463
C -1.094833 1.442654 0.539394 0.472 -1.027 0.013
C -0.559386 0.171787 0.559864 -0.652 1.485 -3.135
H -0.412303 2.283480 0.516905 0.063 0.003 -0.033
H 0.343002 -0.250208 1.686707 2.054 -1.053 1.090
H -3.081395 1.162540 -0.282437 0.042 -0.045 -0.030
H -3.058602 1.544382 1.433421 -0.082 0.077 -0.119
H -2.291491 -1.069667 0.941525 0.055 -0.164 0.008
H -0.871598 -1.956552 0.327248 -0.086 -0.021 0.184
H -1.846021 -0.967254 -0.754669 0.056 0.127 0.005
H -2.728142 2.803087 0.246443 0.036 -0.029 0.032
```
Positions in Å, forces in eV/Å.

Results
Charge: 0
ΔE to the lowest compared entry with this formula, charge and spin (kcal per mole): 114.9
Total energy (hartree): -383.5176

Below is a single C5H14N2O molecule, with properties calculated with ωB97M-V with the def2-TZVPD basis set.

Geometry as XYZ:
```
22
Properties=species:S:1:pos:R:3:forces:R:3
N -1.856749 -0.370321 -1.222875 -2.278 0.061 -2.343
C -0.634872 -0.154647 -0.529674 1.527 1.835 -0.783
C 0.533472 0.174059 -1.533424 -0.261 -1.069 -0.751
C 1.375037 1.240960 -0.941235 0.807 -0.149 1.186
O 0.624736 2.428594 -0.879763 0.146 2.582 -1.178
C -0.147364 -1.228677 0.414343 -1.883 -0.826 0.543
N -0.420160 -0.724338 1.797337 0.730 -1.336 0.318
C 0.377286 -1.354654 2.861850 1.783 -1.003 1.313
H -2.247703 0.600066 -1.498513 0.820 -2.460 0.228
H -1.780095 -1.011559 -2.109938 -0.050 1.880 2.234
H -0.797154 0.743590 0.145642 0.196 -0.909 -1.025
H 1.122325 -0.754277 -1.728714 -0.234 0.521 0.197
H 0.175669 0.480661 -2.527270 -0.231 0.078 0.315
H 1.516110 0.861723 0.135097 0.662 0.995 -1.291
H 2.295838 1.505432 -1.493490 -0.013 -0.855 0.545
H 0.985942 3.105580 -1.544709 -0.838 -1.727 1.598
H 0.882455 -1.471675 0.148566 0.140 0.128 0.957
H -0.751964 -2.159963 0.244870 0.570 0.487 -0.064
H -1.371765 -1.053630 2.053909 0.676 0.734 -0.620
H 0.059228 -2.435725 3.044783 0.024 1.281 0.267
H 1.545066 -1.553511 2.718818 -2.374 1.157 -0.391
H 0.285157 -0.685090 3.796658 0.080 -1.405 -1.256
```
Positions in Å, forces in eV/Å.

Results
SMILES: CNC[C@H](N)CCO
Charge: 0
ΔE to the lowest compared entry with this formula, charge and spin (kcal per mole): 78.0
Total energy (hartree): -383.5764

Below is a single C5H14N2O molecule, with properties calculated with ωB97M-V with the def2-TZVPD basis set.

Geometry as XYZ:
```
22
Properties=species:S:1:pos:R:3:forces:R:3
C 1.487442 0.021801 -2.050487 -0.706 3.220 0.445
N 0.279147 0.302820 -1.204521 0.528 -0.102 -1.248
C 0.319407 0.243746 0.269937 -1.208 0.511 -1.439
C 0.647896 1.539053 0.997196 -1.468 -0.432 1.839
O 1.817136 2.023699 0.421792 3.695 1.719 2.453
C -1.122131 -0.188161 0.549858 2.650 -2.089 0.730
N -1.090273 -1.711544 0.417527 1.415 2.954 -3.378
C -2.336767 -2.262557 0.677847 -1.853 -3.013 2.429
H 1.541354 -1.031081 -2.137855 1.073 -1.018 0.312
H 2.288582 0.688599 -1.622842 0.121 -1.642 -0.457
H 1.392957 0.396983 -3.115276 -0.535 -0.281 1.204
H -0.172792 1.150224 -1.484949 -0.148 0.446 -0.277
H 1.032383 -0.524817 0.467623 0.464 -0.532 0.785
H -0.167823 2.324138 0.839726 0.690 -1.016 0.298
H 0.628457 1.247140 2.177011 0.528 0.982 -2.582
H 2.524767 2.394290 1.118538 -2.735 -1.290 -2.263
H -1.398417 0.060076 1.540574 -0.415 -0.053 1.349
H -1.672828 0.468080 -0.086968 -1.238 -0.343 -0.904
H -0.757269 -1.894967 -0.596960 -0.848 0.506 2.111
H -2.249834 -2.744494 1.731071 -1.080 1.677 -0.824
H -2.537626 -3.215740 0.239248 0.578 -0.859 -1.317
H -3.286195 -1.770251 0.399568 0.491 0.652 0.732
```
Positions in Å, forces in eV/Å.

Results
SMILES: CNC[C@H](CO)NC
Charge: 0
ΔE to the lowest compared entry with this formula, charge and spin (kcal per mole): 95.9
Total energy (hartree): -383.5478

Below is 2 unconnected molecules or ions with the total composition C5H14N2O, with properties calculated with ωB97M-V with the def2-TZVPD basis set.

Geometry as XYZ:
```
22
Properties=species:S:1:pos:R:3:forces:R:3
C 1.067550 -0.126739 0.061747 0.217 0.553 -0.178
C -0.420023 -0.109228 0.386963 -0.249 -2.547 -0.196
C -2.591927 -0.898145 -0.036063 -0.253 0.086 0.092
C 1.664109 -1.471505 0.499044 -0.099 0.225 -0.094
C 1.762732 1.018504 0.803003 -0.077 -0.202 -0.180
N -1.228463 -0.695167 -0.408731 1.173 0.785 0.620
N 1.309906 0.030983 -1.368504 0.189 -0.079 -0.035
O -1.621832 1.902413 -1.113085 0.827 -0.897 1.797
H -2.012532 2.722385 -1.436155 0.180 0.190 1.078
H 0.855741 -0.732812 -1.860382 -0.060 0.107 0.015
H 0.855618 0.879536 -1.690980 -0.061 -0.027 -0.037
H -0.683628 0.072954 1.442016 -0.256 0.469 -0.083
H -1.372757 1.796437 -0.107230 -1.185 1.262 -3.136
H -3.217460 -0.384914 -0.764967 -0.121 -0.034 0.009
H -2.800083 -1.965726 -0.100889 -0.115 -0.025 0.016
H -2.839442 -0.537180 0.970168 -0.008 -0.004 0.051
H 2.721927 -1.495440 0.245343 0.092 0.108 0.015
H 1.560857 -1.617374 1.572550 -0.080 -0.092 0.082
H 1.181546 -2.290207 -0.031479 -0.139 -0.059 0.042
H 2.816237 1.039640 0.532182 0.039 0.015 0.005
H 1.677118 0.888650 1.880528 -0.031 0.050 0.106
H 1.314805 1.972936 0.524924 0.017 0.115 0.012
```
Positions in Å, forces in eV/Å.

Results
SMILES: C/N=C/C(C)(C)N.O
Charge: 0
ΔE to the lowest compared entry with this formula, charge and spin (kcal per mole): 50.2
Total energy (hartree): -383.6207